# C76H81F7NO3PS

A 8-piece molecular cluster, C76H81F7NO3PS overall (ωB97M-V with the def2-TZVPD basis set, the Open Molecules 2025 dataset).

Summary:
Spin multiplicity: 1
E_HOMO (eV): -8.2669
Orbital gap (eV): 8.332

Geometry as XYZ:
```
170
Properties=species:S:1:pos:R:3:mulliken_charge:R:1
S -3.080 -0.290 -2.297 -0.561
P -3.251 4.207 1.417 0.588
F 7.526 1.458 -7.101 -0.361
F 0.212 -0.440 -5.506 -0.338
F 5.870 0.710 4.973 -0.046
F -7.470 -1.893 4.071 -0.230
F 2.649 5.344 -7.058 -0.137
F 3.797 -3.834 6.679 -0.360
F -4.461 -7.297 -2.649 -0.279
O 0.068 3.686 -0.997 -0.387
O -3.030 5.173 0.277 -0.720
O 1.729 4.235 2.280 -0.584
N -4.979 -1.613 -0.142 0.062
C -0.766 2.538 -0.829 1.487
C 6.441 2.844 -5.536 -0.342
C 0.316 2.299 2.759 -0.532
C 5.273 -2.316 5.646 -0.122
C -8.891 -5.324 2.318 -0.623
C -7.595 -7.261 -4.459 -0.429
C -6.464 -7.737 -3.807 -0.449
C -4.516 1.668 1.826 0.659
C 7.088 -3.167 4.316 -0.823
C -9.707 -4.593 3.175 -0.339
C -0.500 -1.970 3.205 -2.012
C 4.068 2.608 -5.207 0.006
C 6.678 1.735 5.310 0.453
C -5.746 -5.470 -3.402 0.163
C 0.406 3.078 -4.670 -0.310
C 8.516 2.583 6.584 -0.484
C 1.474 -1.846 4.815 -1.073
C 8.335 3.831 6.000 -0.524
C -6.131 1.798 5.507 -1.364
C 1.988 -2.495 2.403 -2.011
C 7.679 1.529 6.242 -0.463
C 1.241 -0.041 3.060 -0.845
C -7.596 -4.895 2.054 -0.354
C 0.428 -3.696 0.598 -1.449
C 5.980 6.213 -9.296 -0.555
C -3.082 -4.899 -0.880 -0.447
C -3.614 0.516 -0.738 0.392
C 2.828 1.970 2.647 -0.938
C 0.379 0.889 -5.639 0.540
C 0.083 0.875 3.006 0.233
C -6.872 -4.997 -4.064 -0.538
C 5.203 1.206 -6.800 -0.482
C -3.185 1.889 -0.396 -0.142
C -5.995 1.340 3.989 -0.866
C -3.986 -3.883 -0.320 -0.314
C -2.158 -4.448 -1.940 -0.661
C 2.586 0.539 2.894 0.070
C -4.480 -0.277 0.134 -0.862
C -4.975 2.279 3.203 0.317
C 1.613 -2.680 0.887 2.472
C -7.797 -5.892 -4.589 -0.468
C -3.652 2.341 4.117 -0.107
C 6.674 -4.469 4.578 -0.336
C 0.722 3.616 -5.913 -0.858
C -3.045 -2.048 -1.802 0.919
C 5.624 4.888 -9.067 -0.515
C 1.660 2.844 2.558 0.161
C -5.554 -6.835 -3.284 0.184
C -7.936 -3.017 3.497 0.464
C 2.913 -3.337 0.183 -1.451
C 5.564 -4.696 5.382 -0.643
C 5.211 7.244 -8.769 -0.405
C 4.034 1.592 -6.155 -0.294
C 5.270 3.236 -4.899 -0.712
C 7.321 4.026 5.068 -0.523
C -7.117 -3.731 2.642 -0.256
C -3.988 -2.481 -0.772 -0.103
C 4.081 6.951 -8.016 -0.569
C 4.875 -3.616 5.905 0.375
C 3.741 5.630 -7.792 0.217
C 0.866 2.785 -7.017 -0.170
C -2.249 2.685 -1.381 -1.109
C -2.137 -3.042 -2.368 -0.517
C -9.225 -3.435 3.772 -0.515
C 1.314 -1.356 0.084 -1.590
C 0.244 4.414 0.224 0.413
C -4.903 0.313 1.424 -0.376
C 6.389 -2.091 4.852 -0.167
C 4.500 4.594 -8.306 -0.096
C 0.699 1.412 -6.878 -0.839
C 1.699 4.304 0.813 -0.757
C 0.229 1.706 -4.533 -0.242
C 6.490 2.970 4.717 -0.218
C 1.031 -1.600 3.274 3.112
C -3.660 2.471 0.883 0.142
C 6.393 1.835 -6.480 0.307
H 3.098 1.102 -6.391 0.182
H 7.217 -5.307 4.156 0.394
H -8.677 -5.523 -5.102 0.368
H 3.494 -0.114 2.950 0.225
H -0.972 0.551 3.141 0.287
H 3.821 -3.162 0.817 0.348
H -5.475 3.274 3.099 0.393
H -2.127 4.272 2.291 0.119
H 2.400 5.090 0.424 0.399
H -2.588 3.737 -1.550 0.496
H 1.108 3.206 -7.986 0.403
H -9.266 -6.230 1.856 0.371
H -0.602 -3.078 3.061 0.331
H 4.211 3.569 -8.110 0.518
H -0.829 2.163 0.227 -0.714
H 5.195 0.422 -7.548 0.425
H 0.816 0.748 -7.727 0.393
H 2.025 -3.521 2.874 0.430
H -0.567 2.972 2.716 0.124
H -0.026 1.270 -3.574 0.484
H 4.712 -1.489 6.065 0.424
H -3.122 -5.960 -0.523 0.375
H -7.050 1.292 5.914 0.390
H -1.046 -1.461 2.364 0.182
H -0.532 4.145 0.979 -0.738
H -4.689 -4.240 0.479 -0.046
H -3.741 3.106 4.934 0.284
H 0.491 -3.959 -0.499 0.522
H -6.113 -3.376 2.441 0.352
H -6.969 1.352 3.437 0.458
H 1.936 -0.899 5.218 0.307
H 0.313 -0.915 0.346 -0.027
H 6.860 6.441 -9.886 0.371
H 0.855 4.684 -6.019 0.473
H 0.415 -4.594 1.265 0.274
H -8.318 -7.958 -4.865 0.365
H 7.799 0.551 6.693 0.454
H -9.843 -2.858 4.449 0.418
H 5.492 8.275 -8.944 0.361
H -1.491 -5.227 -2.389 0.376
H 3.464 7.741 -7.605 0.417
H -5.019 -4.787 -2.978 0.291
H 1.469 -1.464 -1.028 0.542
H 3.038 -2.946 -0.858 0.292
H 7.388 3.316 -5.303 0.428
H 9.309 2.431 7.306 0.363
H -5.529 0.314 4.021 0.381
H -5.756 -1.537 -0.809 0.330
H -0.286 1.706 -1.429 -0.200
H -0.530 -3.099 0.687 0.040
H 3.856 2.393 2.514 0.482
H 5.700 3.100 3.988 0.270
H 5.231 -5.702 5.604 0.447
H -6.959 -5.467 1.389 0.358
H -1.415 -2.780 -3.174 0.479
H -3.576 1.321 4.597 0.351
H 2.199 -2.700 4.845 0.162
H 6.712 -1.083 4.652 0.401
H -5.543 -0.314 2.097 0.245
H -6.173 2.912 5.625 0.306
H -1.041 -1.692 4.156 0.538
H 2.083 -0.591 0.413 0.278
H 7.178 5.000 4.616 0.389
H 0.060 5.503 -0.026 0.337
H -5.265 1.349 6.063 0.340
H 8.985 4.655 6.270 0.363
H -2.722 2.462 3.507 -0.635
H 3.035 -2.082 2.486 0.228
H 5.294 4.031 -4.163 0.426
H -6.285 -8.800 -3.702 0.420
H -4.370 4.706 2.168 0.051
H -7.028 -3.930 -4.170 0.381
H 2.720 -4.445 0.083 0.366
H -10.718 -4.927 3.378 0.363
H -2.261 2.185 -2.394 0.423
H 2.115 3.320 0.441 0.332
H 3.157 2.912 -4.707 0.384
H 0.587 -2.074 5.464 0.251
H 7.957 -2.992 3.692 0.417
H 6.222 4.085 -9.481 0.380
H 0.297 3.727 -3.807 0.486
```